The following is a quantum chemistry calculation of a cluster of 7 separate species, C61H94N2OP2Si2 in total, from the Open Molecules 2025 dataset.

Each line ends with the Mulliken charge.
Element x y z (Å)
H1 -2.450 5.945 3.181  0.00
N1 -2.804 6.887 2.986  -0.59
C1 -1.892 7.678 2.616  -0.25
C2 -0.419 7.381 2.464  -0.07
Si1 -0.115 6.110 1.106  0.49
C3 1.488 6.378 0.177  -0.70
C4 1.434 5.851 -1.274  -1.30
C5 1.628 4.342 -1.422  0.75
C6 1.349 3.859 -2.863  -1.32
C7 2.405 2.915 -3.455  -1.29
C8 2.239 1.427 -3.085  0.11
C9 3.527 0.792 -2.551  -0.67
C10 3.398 -0.636 -1.983  -0.54
C11 4.185 -1.737 -2.722  -0.71
C12 3.422 -2.637 -3.719  -0.92
C13 2.207 -1.993 -4.410  -0.84
C14 0.825 -2.180 -3.752  -0.02
C15 0.599 -3.530 -3.069  -0.97
C16 -0.879 -3.899 -2.942  -0.83
C17 -1.552 -4.211 -4.296  -0.69
C18 -2.268 -5.562 -4.348  -0.80
C19 -3.673 -5.562 -3.723  -0.42
C20 -4.676 -6.519 -4.375  -0.27
C21 -4.549 -7.989 -3.974  -0.26
C22 -3.295 -8.698 -4.506  -1.22
O1 -0.235 4.585 1.761  -0.50
Si2 0.474 3.949 3.102  0.63
C23 2.166 4.643 3.479  -1.16
P1 -0.953 4.216 4.860  0.49
N2 -2.188 3.243 4.732  -0.82
P2 0.445 1.722 2.892  -0.02
C24 1.380 1.234 4.416  -1.12
C25 1.735 1.493 1.591  -1.10
H2 -2.204 8.698 2.365  0.41
H3 0.122 8.292 2.182  0.46
H4 -0.009 7.071 3.436  -0.13
H5 -1.223 6.258 0.139  -0.31
H6 2.338 5.938 0.714  0.45
H7 1.648 7.464 0.141  0.45
H8 0.472 6.125 -1.729  0.39
H9 2.198 6.361 -1.875  0.38
H10 2.666 4.093 -1.156  0.26
H11 0.979 3.828 -0.705  -0.26
H12 1.266 4.737 -3.515  0.49
H13 0.373 3.360 -2.884  0.40
H14 3.398 3.261 -3.132  0.48
H15 2.403 3.009 -4.545  0.48
H16 1.905 0.889 -3.978  0.05
H17 1.445 1.299 -2.340  0.22
H18 3.923 1.465 -1.779  0.39
H19 4.282 0.790 -3.351  0.36
H20 2.340 -0.908 -1.894  0.16
H21 3.795 -0.614 -0.962  0.48
H22 4.644 -2.396 -1.977  0.42
H23 5.029 -1.261 -3.240  0.35
H24 3.138 -3.574 -3.231  0.44
H25 4.133 -2.932 -4.497  0.29
H26 2.405 -0.923 -4.522  0.01
H27 2.139 -2.390 -5.430  0.48
H28 0.614 -1.370 -3.043  0.12
H29 0.076 -2.074 -4.547  0.44
H30 1.071 -3.539 -2.080  0.34
H31 1.097 -4.324 -3.647  0.42
H32 -1.415 -3.087 -2.437  0.34
H33 -0.945 -4.789 -2.303  0.44
H34 -0.782 -4.210 -5.081  0.44
H35 -2.263 -3.415 -4.549  0.39
H36 -2.330 -5.903 -5.390  0.36
H37 -1.636 -6.299 -3.833  0.26
H38 -4.078 -4.544 -3.782  0.49
H39 -3.603 -5.818 -2.656  0.15
H40 -4.577 -6.440 -5.467  -0.32
H41 -5.689 -6.185 -4.121  0.39
H42 -4.592 -8.064 -2.880  0.19
H43 -5.439 -8.514 -4.342  0.40
H44 -3.464 -9.769 -4.641  0.37
H45 -2.993 -8.266 -5.466  0.24
H46 -2.444 -8.573 -3.829  0.32
H47 2.916 4.280 2.769  0.40
H48 2.227 5.733 3.551  0.46
H49 2.441 4.241 4.463  0.34
H50 -0.185 4.103 6.045  -0.09
H51 -1.290 5.586 4.964  0.11
H52 -2.115 2.652 3.909  0.29
H53 2.047 1.997 4.827  0.28
H54 0.652 0.950 5.181  0.32
H55 1.984 0.357 4.171  0.43
H56 1.244 1.515 0.618  0.17
H57 2.552 2.221 1.587  0.36
H58 2.163 0.498 1.732  0.49
C26 2.992 6.280 7.531  -0.68
C27 3.751 7.074 8.380  -0.37
C28 3.825 8.444 8.167  -0.52
C29 3.142 9.021 7.103  -0.35
C30 2.385 8.227 6.252  -0.59
C31 2.312 6.857 6.467  0.13
H59 2.933 5.211 7.702  0.49
H60 4.282 6.621 9.208  0.43
H61 4.415 9.064 8.830  0.37
H62 3.198 10.090 6.940  0.37
H63 1.852 8.677 5.423  0.39
H64 1.718 6.235 5.809  0.25
C32 7.925 -2.837 -2.006  -0.44
C33 8.941 -3.677 -1.571  -0.37
C34 9.604 -3.406 -0.381  -0.42
C35 9.253 -2.293 0.372  -0.34
C36 8.239 -1.452 -0.064  -0.54
C37 7.575 -1.724 -1.253  -0.07
H65 7.403 -3.049 -2.932  0.38
H66 9.216 -4.544 -2.158  0.36
H67 10.396 -4.062 -0.041  0.36
H68 9.770 -2.083 1.300  0.36
H69 7.965 -0.583 0.522  0.36
H70 6.784 -1.069 -1.595  0.36
C38 2.370 3.083 10.212  -0.42
C39 3.174 2.069 10.715  -0.44
C40 4.084 2.343 11.728  -0.34
C41 4.190 3.630 12.237  -0.39
C42 3.387 4.645 11.734  -0.44
C43 2.477 4.371 10.721  -0.37
H71 1.656 2.869 9.426  0.45
H72 3.091 1.065 10.318  0.36
H73 4.710 1.552 12.121  0.36
H74 4.898 3.842 13.029  0.36
H75 3.470 5.649 12.130  0.39
H76 1.851 5.163 10.328  0.50
C44 -8.629 -5.277 -1.173  -0.39
C45 -7.263 -5.208 -0.933  -0.41
C46 -6.521 -6.374 -0.809  -0.29
C47 -7.144 -7.610 -0.922  -0.32
C48 -8.511 -7.679 -1.159  -0.46
C49 -9.253 -6.512 -1.285  -0.38
H77 -9.208 -4.367 -1.271  0.37
H78 -6.777 -4.244 -0.843  0.39
H79 -5.455 -6.321 -0.625  0.35
H80 -6.565 -8.520 -0.828  0.40
H81 -8.997 -8.643 -1.246  0.37
H82 -10.319 -6.566 -1.471  0.37
C50 -3.648 -6.391 -9.614  -0.44
C51 -4.388 -6.689 -8.477  -0.38
C52 -4.739 -8.004 -8.203  -0.22
C53 -4.351 -9.021 -9.064  -0.49
C54 -3.613 -8.723 -10.202  -0.34
C55 -3.261 -7.408 -10.477  -0.38
H83 -3.374 -5.366 -9.828  0.36
H84 -4.693 -5.895 -7.807  0.40
H85 -5.313 -8.237 -7.314  0.42
H86 -4.623 -10.047 -8.848  0.37
H87 -3.311 -9.516 -10.875  0.36
H88 -2.685 -7.176 -11.363  0.36
C56 -6.071 3.585 -0.106  -0.36
C57 -5.775 2.346 0.446  -0.37
C58 -5.074 2.269 1.643  -0.48
C59 -4.667 3.430 2.290  -0.28
C60 -4.962 4.669 1.734  -0.43
C61 -5.665 4.747 0.539  -0.55
H89 -6.618 3.646 -1.038  0.36
H90 -6.087 1.440 -0.059  0.37
H91 -4.835 1.302 2.070  0.39
H92 -4.114 3.374 3.220  0.60
H93 -4.636 5.575 2.231  0.41
H94 -5.893 5.714 0.107  0.38

Results
* DFT total energy: -3827.22770 hartree
* total charge: 0
* 2S+1: 1
* highest occupied orbital energy: -0.319 Eh
* Kohn-Sham gap: 9.04 eV
* SMILES: [H]/N=C\C[Si@@H](CCCCCCCCCCCCCCCCCCCC)O[Si@@](C)([PH2]=N)P(C)C.c1ccccc1.c1ccccc1.c1ccccc1.c1ccccc1.c1ccccc1.c1ccccc1

---

The following is a quantum chemistry calculation of a structure of composition C54H46N6O6Ta at a distorted geometry, from the Open Molecules 2025 dataset.

Each line ends with the Mulliken charge.
Element x y z (Å)
Ta1 0.697 1.336 1.513  1.43
O1 3.075 -1.922 0.577  -0.64
C1 2.668 -0.797 0.872  -0.07
N1 1.463 -0.548 1.596  0.60
C2 1.228 -1.300 2.814  0.53
C3 1.391 -2.675 2.929  -1.08
C4 1.476 -3.208 4.221  -0.69
C5 1.355 -2.388 5.330  -0.95
C6 1.047 -1.025 5.229  -0.91
C7 0.884 -0.481 3.942  0.52
N2 0.671 0.882 3.675  0.18
C8 0.257 1.872 4.575  0.24
O2 -0.196 1.779 5.739  -0.71
C9 0.436 3.202 3.936  0.35
C10 -0.051 4.314 4.608  -0.82
C11 -0.266 5.467 3.876  -0.44
C12 0.033 5.545 2.481  -1.07
C13 0.647 4.429 1.929  -0.32
N3 0.809 3.275 2.601  0.28
C14 3.466 0.407 0.693  0.47
C15 4.634 0.446 -0.055  -0.60
C16 5.489 1.560 0.037  -0.51
C17 5.153 2.550 0.981  -0.84
C18 3.939 2.523 1.637  0.04
N4 3.056 1.545 1.364  -0.09
H1 1.528 -3.248 2.027  0.67
H2 1.630 -4.274 4.234  0.46
H3 1.579 -2.819 6.285  0.41
H4 0.874 -0.363 6.021  0.67
H5 -0.213 4.292 5.663  0.58
H6 -0.592 6.346 4.420  0.45
H7 -0.151 6.414 1.916  0.60
H8 0.973 4.396 0.892  0.85
H9 4.748 -0.368 -0.807  0.47
H10 6.365 1.631 -0.544  0.57
H11 5.858 3.371 1.243  0.38
H12 3.737 3.246 2.461  0.40
C19 -4.268 -0.610 -3.146  -1.53
C20 -3.717 0.596 -2.348  1.11
C21 -4.488 1.799 -2.823  -1.67
O3 -2.351 0.834 -2.754  -0.42
C22 -1.491 0.732 -1.526  0.42
C23 -2.509 0.901 -0.368  -1.35
O4 -3.748 0.364 -0.961  -0.40
C24 -2.276 0.109 0.969  2.16
O5 -1.082 0.641 1.616  0.08
C25 -3.351 0.555 1.933  -0.59
C26 -4.327 1.559 1.692  -0.36
C27 -5.176 2.046 2.726  -1.02
C28 -4.965 1.565 4.024  -0.63
C29 -3.995 0.583 4.240  -0.72
C30 -3.245 0.035 3.215  -0.23
C31 -2.070 -1.391 0.638  0.81
C32 -0.843 -1.820 0.191  0.49
C33 -0.648 -3.114 -0.366  -1.13
C34 -1.693 -4.000 -0.335  -1.06
C35 -2.880 -3.670 0.373  -0.87
C36 -3.086 -2.362 0.820  -0.54
C37 -0.233 1.675 -1.699  2.81
O6 0.453 1.630 -0.381  0.10
C38 -0.598 3.084 -2.035  0.08
C39 -0.593 3.547 -3.366  -0.47
C40 -0.787 4.896 -3.614  -0.95
C41 -1.154 5.761 -2.558  -0.69
C42 -1.279 5.283 -1.274  -1.27
C43 -0.964 3.952 -0.999  -0.04
C44 0.770 1.106 -2.735  -0.63
C45 1.883 1.891 -3.029  -0.26
C46 2.791 1.510 -3.992  -0.94
C47 2.600 0.267 -4.648  -0.68
C48 1.612 -0.603 -4.192  -0.97
C49 0.659 -0.155 -3.325  -0.47
H13 -4.223 -0.375 -4.228  0.36
H14 -5.345 -0.883 -2.845  0.30
H15 -3.577 -1.427 -2.887  0.38
H16 -4.452 1.870 -3.963  0.37
H17 -4.094 2.748 -2.463  0.33
H18 -5.535 1.780 -2.528  0.38
H19 -1.044 -0.261 -1.449  -0.26
H20 -2.658 1.984 -0.165  1.29
H21 -4.519 1.870 0.671  0.47
H22 -5.924 2.791 2.486  0.48
H23 -5.517 1.998 4.862  0.41
H24 -3.881 0.192 5.256  0.41
H25 -2.595 -0.827 3.476  0.25
H26 -0.006 -1.155 0.302  -0.68
H27 0.247 -3.399 -0.919  0.76
H28 -1.602 -4.979 -0.731  0.59
H29 -3.696 -4.354 0.431  0.46
H30 -3.947 -2.110 1.447  0.45
H31 -0.364 2.888 -4.196  0.63
H32 -0.739 5.260 -4.617  0.51
H33 -1.433 6.811 -2.796  0.37
H34 -1.536 5.965 -0.480  0.50
H35 -0.866 3.591 0.039  0.30
H36 2.048 2.844 -2.523  0.46
H37 3.579 2.139 -4.346  0.49
H38 3.348 0.022 -5.461  0.33
H39 1.606 -1.624 -4.559  0.53
H40 -0.199 -0.782 -3.241  0.52
N5 4.793 -9.008 -2.954  -0.49
C50 3.936 -7.973 -2.777  1.08
C51 3.782 -7.326 -1.548  -0.81
C52 2.760 -6.320 -1.444  -0.06
N6 2.002 -5.997 -2.476  -0.43
C53 2.189 -6.641 -3.625  -0.57
C54 3.079 -7.643 -3.871  -0.40
H41 5.605 -9.120 -2.393  0.22
H42 4.797 -9.380 -3.907  0.21
H43 4.303 -7.616 -0.646  0.32
H44 2.490 -5.801 -0.521  0.33
H45 1.540 -6.244 -4.446  0.30
H46 2.999 -8.115 -4.840  0.30

Results
* DFT total energy: -2922.25067 hartree
* total charge: +1
* 2S+1: 1
* highest occupied orbital energy: -0.365 Eh
* Kohn-Sham gap: 5.97 eV

---

The following is a quantum chemistry calculation of the molecule C22H26N2O5S, from the Open Molecules 2025 dataset.

Each line ends with the natural charge from an NBO analysis.
Element x y z (Å)
C1 2.676 2.877 -0.421  -0.24
O1 1.303 2.767 -0.719  -0.52
C2 0.837 1.721 -1.467  0.23
C3 -0.327 1.990 -2.179  -0.24
C4 -0.945 1.030 -2.954  -0.22
C5 -0.393 -0.236 -3.053  -0.02
C6 -1.053 -1.309 -3.868  -0.42
C7 -2.038 -2.112 -3.004  -0.22
N1 -1.365 -2.752 -1.899  -0.88
S1 -2.047 -2.674 -0.372  2.32
O2 -3.405 -2.222 -0.477  -0.94
O3 -1.773 -3.941 0.247  -0.95
C8 -1.084 -1.417 0.443  -0.35
C9 0.067 -1.812 1.103  -0.17
C10 0.818 -0.884 1.812  -0.08
C11 0.348 0.420 1.797  0.26
C12 -0.804 0.831 1.124  -0.05
C13 -1.542 -0.107 0.436  -0.16
C14 -0.982 2.297 1.386  -0.33
C15 -2.289 2.641 2.103  -0.59
C16 0.229 2.637 2.263  0.71
O4 0.526 3.708 2.732  -0.60
N2 0.935 1.477 2.451  -0.45
C17 2.116 1.277 3.255  -0.21
C18 2.918 0.104 2.688  -0.40
C19 2.062 -1.165 2.604  -0.42
C20 0.762 -0.519 -2.337  -0.29
C21 1.384 0.428 -1.535  0.31
O5 2.509 0.156 -0.795  -0.53
C22 3.115 -1.104 -0.945  -0.25
H1 3.288 2.779 -1.322  0.18
H2 2.998 2.137 0.312  0.18
H3 2.797 3.877 -0.004  0.20
H4 -0.731 2.989 -2.111  0.23
H5 -1.847 1.274 -3.493  0.21
H6 -0.302 -1.990 -4.272  0.20
H7 -1.605 -0.867 -4.697  0.22
H8 -2.566 -2.842 -3.628  0.19
H9 -2.780 -1.443 -2.563  0.23
H10 -0.997 -3.669 -2.086  0.41
H11 0.337 -2.856 1.079  0.24
H12 -2.457 0.130 -0.081  0.24
H13 -0.912 2.882 0.466  0.26
H14 -3.137 2.453 1.451  0.21
H15 -2.281 3.690 2.389  0.23
H16 -2.399 2.035 3.000  0.21
H17 2.698 2.203 3.247  0.23
H18 1.821 1.067 4.291  0.20
H19 3.791 -0.070 3.318  0.22
H20 3.260 0.362 1.685  0.21
H21 2.632 -1.977 2.149  0.22
H22 1.781 -1.487 3.612  0.22
H23 1.166 -1.515 -2.405  0.22
H24 2.455 -1.909 -0.605  0.18
H25 3.412 -1.286 -1.983  0.18
H26 4.007 -1.078 -0.319  0.20

Results
* DFT total energy: -1737.85529 hartree
* total charge: 0
* 2S+1: 1
* highest occupied orbital energy: -0.299 Eh
* Kohn-Sham gap: 8.60 eV
* SMILES: COc1ccc(CCNS(=O)(=O)c2cc3c4c(c2)[C@@H](C)C(=O)N4CCC3)cc1OC

---

The following is a quantum chemistry calculation of a structure of composition C14H41BrCuN7O5 at a distorted geometry, from the Open Molecules 2025 dataset.

Each line ends with the Mulliken spin population.
Element x y z (Å)
Cu1 -2.411 -0.863 -0.068  0.49
Br1 -0.392 0.198 1.327  0.29
C1 -1.687 -1.603 5.441  0.00
O1 -1.135 -1.988 6.465  0.00
N1 -1.124 -0.790 4.515  0.00
N2 -3.003 -1.910 5.189  0.00
H1 -0.137 -0.612 4.601  0.00
H2 -1.545 -0.541 3.640  0.00
H3 -3.272 -1.722 4.242  0.00
H4 -3.381 -2.659 5.742  0.00
C2 4.009 1.744 2.384  0.00
O2 3.537 2.847 2.100  0.00
N3 3.233 0.611 2.435  0.00
N4 5.326 1.563 2.572  0.00
H5 3.726 -0.264 2.440  0.00
H6 2.280 0.662 2.120  0.01
H7 5.667 0.645 2.797  0.00
H8 5.842 2.357 2.911  0.00
C3 -1.561 3.007 -1.090  0.02
C4 -2.940 2.314 -1.010  -0.01
C5 -4.021 3.067 -1.783  0.01
O3 -5.264 2.364 -1.773  0.00
C6 -5.909 2.423 -0.513  0.00
N5 -2.775 0.913 -1.389  0.15
H9 -1.571 3.985 -0.608  0.00
H10 -1.164 3.176 -2.093  0.00
H11 -0.836 2.407 -0.547  -0.01
H12 -3.199 2.313 0.054  -0.01
H13 -3.656 3.056 -2.813  0.00
H14 -4.283 4.061 -1.419  0.00
H15 -6.678 1.677 -0.318  0.00
H16 -6.327 3.419 -0.345  0.00
H17 -5.178 2.214 0.276  0.00
H18 -2.103 0.987 -2.155  0.00
H19 -3.639 0.640 -1.878  0.00
C7 0.441 -3.189 -2.490  0.00
C8 -0.713 -2.873 -1.539  0.00
C9 -0.423 -3.341 -0.112  0.00
O4 -1.512 -2.901 0.677  0.04
C10 -1.532 -3.447 2.002  0.01
N6 -0.905 -1.406 -1.612  0.02
H20 0.489 -2.690 -3.458  0.00
H21 0.525 -4.259 -2.710  0.00
H22 1.442 -3.022 -2.073  0.00
H23 -1.556 -3.475 -1.885  0.00
H24 0.493 -2.828 0.195  0.00
H25 -0.329 -4.422 -0.225  0.00
H26 -1.652 -2.680 2.759  0.00
H27 -0.594 -3.976 2.188  0.00
H28 -2.255 -4.252 2.148  0.00
H29 -0.044 -0.986 -1.258  0.01
H30 -0.877 -1.166 -2.598  0.00
C11 1.440 1.015 -2.588  0.00
C12 2.324 0.820 -1.348  0.00
C13 3.815 0.844 -1.665  0.00
O5 4.119 -0.321 -2.382  0.00
C14 5.478 -0.666 -2.538  0.00
N7 2.044 2.044 -0.538  0.00
H31 1.306 2.042 -2.926  0.00
H32 0.402 0.738 -2.373  0.00
H33 1.723 0.410 -3.455  0.00
H34 2.019 -0.134 -0.898  0.00
H35 4.414 0.954 -0.754  0.00
H36 3.960 1.704 -2.332  0.00
H37 5.975 -0.978 -1.615  0.00
H38 6.045 0.201 -2.896  0.00
H39 5.491 -1.447 -3.292  0.00
H40 1.207 1.872 0.017  0.00
H41 2.812 2.118 0.126  0.00

Results
* DFT total energy: -5531.75788 hartree
* total charge: +1
* 2S+1: 2
* highest occupied orbital energy (spin up / spin down): -0.426 / -0.426 Eh
* Kohn-Sham gap (spin up / spin down): 7.09 / 4.33 eV